Record 1
A molecular structure, C6H8MgNaO6, computed with the ωB97M-V functional and the def2-TZVPD basis.

```
! RIJCOSX wB97M-V def2-TZVPD def2/J DEFGRID3
* xyz 0 2
Mg 0.035 1.476 0.052
O -0.018 -0.632 0.436
O 2.650 -1.367 0.290
C 3.453 -0.283 0.787
C 3.116 0.841 -0.172
O 1.830 0.433 -0.694
C 1.591 -0.929 -0.414
H 3.153 -0.059 1.819
H 4.503 -0.590 0.755
H 3.790 0.932 -1.032
H 3.082 1.821 0.316
Na 0.251 -2.614 -1.662
O -1.536 -1.864 -0.718
O -2.160 -0.585 1.040
C -3.370 -0.055 0.512
C -2.949 1.052 -0.472
O -1.627 0.754 -0.843
C -1.282 -0.875 0.014
H -3.901 -0.858 -0.020
H -3.974 0.318 1.346
H -3.022 2.041 0.011
H -3.616 1.044 -1.350
*
```

Its total energy is -28496.018 eV. For the largest force on an atom, the calculation gives 3.131 eV/A. The highest occupied orbital energy (spin up / spin down) is -5.23 / -8.02 eV.

Record 2
3 unconnected molecules or ions with the total composition C7H18B2Br6INO4P, computed with the ωB97M-V functional and the def2-TZVPD basis.

```
! RIJCOSX wB97M-V def2-TZVPD def2/J DEFGRID3
* xyz -1 1
C -3.207 2.434 2.916
C -2.095 1.576 3.459
Br -2.263 1.741 5.439
C -2.070 0.087 3.087
Br -3.837 -0.535 2.433
B -0.796 -0.285 2.110
I -0.869 -2.418 1.432
B 0.678 -0.165 2.965
N 0.815 0.137 4.425
O 1.869 -0.399 2.305
P -0.688 0.762 0.467
O 0.234 0.148 -0.486
O -2.114 0.848 -0.300
O -0.134 2.280 0.718
H -3.194 2.498 1.836
H -3.048 3.440 3.287
H -4.165 2.127 3.288
H -1.150 2.048 3.240
H -1.951 -0.463 4.000
H 0.390 1.025 4.661
H 0.348 -0.593 4.952
H 2.479 0.322 2.530
H -2.766 1.353 0.210
H -0.687 2.768 1.349
Br 0.626 2.209 -3.731
C 1.387 0.459 -3.364
C 2.879 0.434 -3.515
Br 3.433 0.400 -5.390
H 0.889 -0.240 -4.027
H 1.100 0.252 -2.327
H 3.287 -0.476 -3.082
H 3.357 1.296 -3.064
Br -0.236 -4.351 -3.054
C 0.804 -2.814 -3.632
C 1.967 -3.200 -4.504
Br 3.430 -3.966 -3.473
H 1.107 -2.293 -2.728
H 0.108 -2.192 -4.189
H 2.386 -2.319 -4.987
H 1.698 -3.934 -5.256
*
```

Its total energy is -456236.513 eV. For the largest force on an atom, the calculation gives 1.414 eV/A. The highest occupied orbital energy is -5.10 eV.

Record 3
2 unconnected molecules or ions with the total composition C8H13N2O, computed with the ωB97M-V functional and the def2-TZVPD basis.

```
! RIJCOSX wB97M-V def2-TZVPD def2/J DEFGRID3
* xyz 1 3
C -2.077 -1.281 -1.147
C -3.303 -0.672 -1.294
C -1.464 -0.553 -0.121
C 1.564 -2.151 1.502
C 0.778 -1.704 0.482
C 0.516 1.852 -1.105
C 1.779 1.542 1.059
C -0.228 -0.667 0.625
N -3.445 0.344 -0.412
N 1.035 0.954 -0.158
O -2.325 0.386 0.280
H -1.754 -2.177 -1.786
H -4.139 -0.722 -2.000
H 2.064 -3.091 1.214
H 1.523 -1.798 2.628
H 0.720 -2.296 -0.461
H -0.181 2.661 -0.788
H 1.375 2.407 -1.637
H 0.075 1.492 -1.986
H 2.382 0.772 1.582
H 2.479 2.434 0.738
H 1.086 2.007 1.728
H -0.226 -0.109 1.538
H 1.765 0.370 -0.482
*
```

Its total energy is -13520.675 eV. For the largest force on an atom, the calculation gives 4.208 eV/A. The highest occupied orbital energy (spin up / spin down) is -10.97 / -13.04 eV.

Record 4
A molecular structure, C25H45LuNP2S, computed with the ωB97M-V functional and the def2-TZVPD basis.

```
! RIJCOSX wB97M-V def2-TZVPD def2/J DEFGRID3
* xyz 1 1
Lu -0.373 -1.011 0.097
C 1.648 -1.587 1.632
C 1.505 -2.488 0.519
C 2.685 -0.621 -0.193
C 2.473 -0.503 1.198
C 2.049 -1.814 -0.639
C 1.202 -1.808 3.032
H 0.470 -2.620 3.130
H 0.728 -0.899 3.427
H 2.056 -2.037 3.692
C 3.132 0.497 2.066
H 2.808 0.420 3.108
H 2.913 1.519 1.738
H 4.226 0.392 2.068
C 3.449 0.333 -1.036
H 4.520 0.330 -0.774
H 3.094 1.370 -0.907
H 3.371 0.088 -2.104
C 2.098 -2.343 -2.023
H 2.062 -3.441 -2.025
H 3.009 -2.035 -2.556
H 1.246 -1.983 -2.626
C 0.938 -3.862 0.594
H 1.504 -4.511 1.288
H 0.931 -4.367 -0.384
H -0.095 -3.835 0.982
C -2.513 -0.632 0.740
C -2.143 -1.870 1.272
C -2.645 -3.189 0.701
C -2.306 -3.480 -0.788
C -1.203 -2.612 -1.388
C -1.444 -1.348 -1.925
C -2.840 -0.735 -1.884
C -3.427 -0.442 -0.460
H -3.744 -3.288 0.766
H -3.229 -3.412 -1.396
H -2.244 -3.996 1.340
H -4.336 -1.061 -0.313
H -2.424 0.244 1.397
H -1.803 -1.931 2.320
H -3.736 0.618 -0.473
H -2.839 0.178 -2.513
H -0.786 -0.904 -2.699
H -3.611 -1.362 -2.373
H -2.034 -4.553 -0.855
H -0.361 -3.182 -1.800
P -0.891 2.445 3.711
C 0.701 3.136 4.356
H 0.489 4.074 4.891
H 1.367 3.324 3.503
H 1.161 2.406 5.036
C -1.643 4.093 3.366
H -1.591 4.695 4.282
H -2.692 3.959 3.077
H -1.097 4.591 2.558
C -1.683 2.295 5.376
H -2.634 1.753 5.265
H -1.898 3.301 5.766
H -1.007 1.774 6.069
P 0.467 1.296 -4.178
C 0.737 0.813 -5.901
H 0.084 1.409 -6.552
H 0.474 -0.253 -5.986
H 1.806 0.938 -6.114
C -0.998 2.407 -4.245
H -1.887 1.939 -3.798
H -1.198 2.634 -5.301
H -0.789 3.330 -3.686
C 1.730 2.567 -3.789
H 2.226 2.855 -4.723
H 2.462 2.166 -3.072
H 1.243 3.440 -3.337
S -0.327 1.430 -0.998
C 0.442 2.179 0.283
N 0.964 2.774 1.162
*
```

Its total energy is -91170.084 eV. For the largest force on an atom, the calculation gives 8.940 eV/A. The highest occupied orbital energy is -10.35 eV.

Record 5
3 unconnected molecules or ions with the total composition C29H62N3O2S, computed with the ωB97M-V functional and the def2-TZVPD basis.

```
! RIJCOSX wB97M-V def2-TZVPD def2/J DEFGRID3
* xyz 1 1
C 3.350 -0.174 0.238
C 1.817 -0.200 0.600
C 1.080 -1.344 -0.209
C 0.342 -0.757 -1.494
C -0.818 -1.755 -1.881
C -1.926 -1.040 -2.753
C -2.739 -0.082 -1.796
C -4.306 -0.368 -1.776
C -4.982 0.865 -1.060
C -6.040 0.458 0.053
C -5.418 -0.348 1.257
C -5.089 0.499 2.546
C -4.796 2.019 2.289
C -3.309 2.243 1.759
C -3.208 3.514 0.788
C -2.224 4.612 1.333
S -1.604 5.797 0.069
C -1.729 5.116 -1.644
C -2.965 5.711 -2.436
C -2.733 6.506 -3.776
N -4.185 5.596 -2.033
C 0.240 6.047 0.314
C 1.003 4.760 0.801
C 2.564 5.002 0.535
C 0.607 3.427 0.064
H 3.872 -1.069 0.654
H 3.447 -0.099 -0.871
H 3.798 0.754 0.686
H 1.339 0.799 0.445
H 1.734 -0.461 1.692
H 0.343 -1.832 0.481
H 1.820 -2.100 -0.552
H 1.079 -0.733 -2.337
H -0.055 0.272 -1.280
H -1.284 -2.099 -0.924
H -0.458 -2.644 -2.466
H -1.471 -0.410 -3.563
H -2.636 -1.800 -3.165
H -2.607 1.004 -2.071
H -2.394 -0.152 -0.723
H -4.659 -0.380 -2.835
H -4.484 -1.352 -1.283
H -5.581 1.413 -1.839
H -4.194 1.556 -0.678
H -6.666 1.334 0.344
H -6.740 -0.253 -0.471
H -4.558 -0.952 0.875
H -6.198 -1.100 1.562
H -5.848 0.404 3.363
H -4.139 0.070 2.978
H -4.823 2.523 3.297
H -5.557 2.546 1.669
H -2.954 1.343 1.198
H -2.652 2.466 2.640
H -4.254 3.909 0.705
H -2.908 3.149 -0.223
H -1.415 4.095 1.903
H -2.793 5.221 2.086
H -0.823 5.510 -2.186
H -1.662 4.007 -1.709
H -2.088 5.871 -4.428
H -2.259 7.476 -3.489
H -3.741 6.699 -4.215
H -4.122 5.082 -1.143
H 0.605 6.353 -0.704
H 0.374 6.897 1.021
H 0.890 4.681 1.912
H 3.043 5.576 1.369
H 2.628 5.626 -0.396
H 3.110 4.054 0.338
H 1.476 2.727 0.155
H 0.439 3.553 -1.038
H -0.256 2.893 0.544
C 2.791 -5.113 0.036
C 2.573 -4.433 1.361
O 2.372 -3.228 1.451
N 2.605 -5.204 2.480
C 2.828 -6.634 2.577
H 2.738 -4.375 -0.761
H 3.777 -5.581 0.011
H 2.016 -5.862 -0.133
H 2.451 -4.684 3.329
H 1.960 -7.090 3.057
H 3.707 -6.807 3.201
H 2.982 -7.090 1.603
C 7.570 -6.470 -1.263
C 6.633 -7.163 -0.310
O 5.542 -7.588 -0.666
N 7.033 -7.310 0.981
C 8.276 -6.880 1.592
H 7.113 -6.429 -2.249
H 7.762 -5.449 -0.927
H 8.508 -7.022 -1.338
H 6.355 -7.783 1.559
H 8.786 -7.755 2.000
H 8.044 -6.193 2.409
H 8.929 -6.384 0.880
*
```

Its total energy is -50471.062 eV. For the largest force on an atom, the calculation gives 2.315 eV/A. The highest occupied orbital energy is -10.88 eV.

Question: Which of these has the highest largest force on an atom?
Answer: C25H45LuNP2S

Question: What is the formula in the fourth record?
Answer: C25H45LuNP2S

Question: Which of these has the highest largest force on an atom?
Answer: C25H45LuNP2S